A molecular structure, C26H41BrN6P2Pd, computed with the ωB97M-V functional and the def2-TZVPD basis.

Geometry as XYZ:
```
77
Properties=species:S:1:pos:R:3:mulliken_spin:R:1
Pd 1.50287 0.90281 1.50776 0.469
Br 3.21530 -0.99630 1.27942 0.233
P 1.26246 2.56424 0.07239 0.155
P 2.56982 -2.39265 -3.04279 0.661
N 1.95109 3.21541 3.65385 0.002
N 1.41622 2.29426 5.65913 0.003
N 1.98572 4.59176 5.58391 0.002
N -8.62715 -4.34527 1.21149 0.824
N 1.92598 3.34517 4.97908 0.005
N 1.58502 1.91956 3.46469 0.034
C -2.42152 -1.54661 1.47231 0.143
C 4.70549 -3.51245 -1.64080 0.015
C -1.02420 2.27125 -1.56524 0.005
C 0.22780 5.20898 0.20272 0.010
C -1.28511 -2.25867 1.07004 0.034
C -6.10328 -3.21795 1.30508 -0.010
C -6.93432 -3.18212 2.43133 0.129
C 2.83232 4.02276 -1.77065 0.001
C -3.67648 -2.15560 1.34004 0.045
C -4.80450 -2.60426 1.33547 0.230
C -0.04171 -1.63940 1.17552 -0.038
C -6.54563 -3.86317 0.14532 0.130
C 0.32017 3.86604 0.92356 0.001
C -1.16022 0.40305 2.10014 0.043
C -2.39095 -0.24636 1.99807 0.082
C 2.85088 3.24473 -0.45270 -0.005
C 0.25295 -3.88512 -3.52180 0.011
C 1.03783 -3.18789 -2.40214 0.068
C -7.83436 -4.40999 0.13653 -0.012
C 2.10662 -0.64776 -3.36153 0.064
C 3.74242 -2.32458 -1.64555 0.083
C -0.07262 -0.33643 1.62350 0.388
C 2.85485 -0.09253 -4.57903 0.014
C -8.20907 -3.75418 2.33654 -0.011
C 1.22782 1.42090 4.65056 0.000
C 0.39181 1.76859 -1.31118 0.037
H -0.47761 5.84462 0.75242 0.001
H 3.89823 0.14324 -4.33731 -0.002
H -0.67819 3.45070 1.13271 -0.004
H 0.43990 -2.41724 -1.89669 0.034
H 3.15038 -2.26624 -0.71228 0.036
H -1.37940 -3.27489 0.68678 -0.001
H -6.58267 -2.72604 3.35397 0.009
H 0.81062 0.43459 4.80117 0.001
H -1.44593 1.71293 -2.41165 0.001
H 2.32891 -0.08320 -2.44455 0.027
H 0.89694 -2.12869 0.92743 0.011
H 2.84934 -0.81653 -5.40388 -0.001
H 3.81540 4.48134 -1.92353 0.000
H 4.20300 -4.43801 -1.33624 0.000
H 0.36907 0.69695 -1.04398 -0.005
H 5.14895 -3.66095 -2.63326 -0.002
H 1.19524 5.72589 0.19694 0.000
H 2.64089 3.36396 -2.62468 0.001
H 2.37779 0.82814 -4.93265 0.002
H -0.27062 -3.16582 -4.16094 0.001
H 1.02632 1.86136 -2.20352 -0.001
H 2.08924 4.82805 -1.76872 0.000
H 2.74864 5.10970 5.16673 0.000
H -0.49963 -4.55667 -3.09622 0.001
H 3.53412 2.38016 -0.50668 0.005
H -1.67814 2.09917 -0.69906 0.000
H 1.01869 -0.63230 -3.52625 -0.005
H -5.88786 -3.93827 -0.71746 0.009
H 1.36764 -3.91915 -1.64958 -0.009
H 4.28386 -1.37236 -1.73054 -0.003
H -1.06223 1.40665 2.49991 0.003
H -3.30768 0.25136 2.31435 -0.001
H -8.88123 -3.72328 3.19765 0.024
H 3.19672 3.87950 0.38148 -0.001
H -8.20461 -4.90417 -0.76533 0.024
H -1.05010 3.33749 -1.82778 0.000
H 0.92074 -4.48381 -4.15228 -0.003
H 2.06896 4.44334 6.58298 0.000
H 5.51356 -3.32338 -0.92647 0.001
H 0.82084 3.99401 1.89862 0.002
H -0.14238 5.11766 -0.82663 0.000
```

Computed properties:
- orbital gap (alpha / beta) (Eh) = 0.21190 / 0.14914
- total charge = +4
- lowest unoccupied orbital energy (alpha / beta) (eV) = -12.6 / -14.8
- 2S+1 = 5
- energy (Ha) = -4726.6806


A molecular structure, C26H41F9MnN3O9P3, computed with the ωB97M-V functional and the def2-TZVPD basis.

Geometry as XYZ:
```
92
Properties=species:S:1:pos:R:3:mulliken_spin:R:1
Mn 1.07794 0.82011 0.67596 4.673
P 1.65297 0.28722 -3.47047 0.001
P -1.23443 -1.11744 -1.36990 0.014
P 2.93353 1.20866 -1.14696 -0.049
F 2.81212 4.76131 3.68402 0.000
F 5.41449 1.62915 3.79024 0.000
F 2.73434 4.87718 1.52692 -0.001
F 6.51069 3.79698 2.25646 0.000
F 4.47099 5.60497 2.59039 0.000
F 5.28092 4.05203 0.49797 0.000
F 5.85814 2.06993 1.13171 0.000
F 5.18499 3.62461 4.60012 0.000
F 3.51063 2.26028 4.56865 -0.001
O 3.26865 2.30919 1.86578 0.047
O 1.10606 1.77946 -3.77551 0.000
O 4.22799 2.12472 -1.13718 -0.001
O 1.95297 -0.38264 -4.75320 0.000
O 3.02800 0.61714 -2.64750 -0.001
O -0.86741 -0.06555 -0.35431 0.102
O 0.79568 -0.37067 -2.42591 -0.010
O 1.69472 2.08232 -1.00314 0.051
O 2.97396 0.08788 -0.13884 0.052
N -1.83630 -0.51695 -2.83407 -0.002
N -0.38978 -2.56194 -1.37203 0.001
N -2.73881 -1.74464 -0.75577 0.003
C 3.54000 4.62122 2.55877 -0.005
C -1.46040 -0.95259 -4.19620 0.001
C -4.56479 -3.15075 -0.48966 -0.001
C 4.12264 3.14304 2.41519 0.032
C -0.07687 -3.37809 -2.55739 0.000
C -1.96494 0.19100 -5.11055 0.000
C 4.56465 2.67331 3.86205 -0.001
C 1.78314 -0.25697 3.52500 -0.017
C -1.99222 0.95216 -2.84865 0.001
C -1.83817 -0.24664 2.67249 -0.028
C 0.75450 -2.66213 -0.43175 -0.052
C -3.87631 -0.82273 -0.71371 -0.002
C -0.54859 -2.42492 3.13195 -0.014
C 5.46146 3.27808 1.57454 -0.001
C 0.41224 -0.01596 2.92961 -0.228
C -1.54704 1.08887 2.44706 0.210
C -2.69826 1.16669 -4.17586 0.000
C -3.17112 -0.93499 2.61399 0.003
C -3.28114 -2.97963 -1.29848 0.001
C 1.44218 -3.37431 -2.66882 0.000
C -0.14698 1.28816 2.62587 0.058
C -2.53279 2.18041 2.13560 -0.024
C -0.62951 -0.93759 2.92082 0.123
C -5.08363 -1.70552 -0.32725 0.000
C 0.38934 2.57650 3.19844 -0.054
C 1.88830 -3.36670 -1.20249 0.006
H 0.46627 -3.22890 0.45709 0.000
H -1.04654 -2.73120 4.06251 0.003
H -2.04594 3.01035 1.61602 0.000
H 5.01102 1.61758 -0.88225 0.000
H -0.42970 -4.40364 -2.37482 0.000
H -0.57105 -3.02245 -3.45149 0.000
H 1.76206 -2.46994 -3.17429 0.000
H -3.20095 -1.65994 1.79592 -0.001
H -2.61230 -0.18212 -5.90450 0.000
H 1.06564 -1.68730 -0.09752 0.074
H 1.88087 0.25408 4.48988 0.000
H -1.94707 -1.90039 -4.43453 0.000
H -3.00134 2.59766 3.03785 0.002
H -3.36898 -1.49139 3.53986 0.000
H -4.06017 -0.38668 -1.70652 0.001
H -3.34226 1.82403 1.48591 0.001
H -3.75146 0.88707 -4.08222 0.000
H -0.38252 -1.07117 -4.32141 0.000
H 1.05059 2.25675 -2.92763 0.001
H -3.68146 -0.00882 -0.01239 -0.002
H 0.48630 -2.77345 3.18550 -0.001
H -5.92448 -1.51289 -0.99719 0.000
H -5.42126 -1.51067 0.69091 0.000
H -2.63932 2.20398 -4.51194 0.000
H -1.03868 -2.97832 2.31658 0.003
H 1.93691 -1.32598 3.70229 0.006
H -1.02925 1.46381 -2.84463 -0.001
H 0.13869 3.45181 2.59166 -0.008
H 1.46750 2.54492 3.28141 0.019
H -0.02468 2.75007 4.20618 -0.004
H -4.31191 -3.57330 0.48478 0.000
H -2.57824 -3.80374 -1.18614 0.000
H 1.81649 -4.23706 -3.22467 0.000
H -3.99420 -0.22511 2.48049 0.000
H 2.83437 -2.84474 -1.05862 0.000
H 2.61933 0.09949 2.91781 0.019
H -3.53931 -2.88561 -2.37527 0.000
H -5.28676 -3.81157 -0.97585 0.000
H 1.99691 -4.38950 -0.83361 0.000
H -1.10790 0.68117 -5.57493 0.000
H -2.56397 1.28988 -1.98416 0.000
```

Computed properties:
- orbital gap (alpha / beta) (Eh) = 0.22285 / 0.22888
- total charge = -2
- lowest unoccupied orbital energy (alpha / beta) (eV) = 4.4 / 4.4
- 2S+1 = 6
- energy (Ha) = -4931.1598


Question: Which of these has the highest total charge?
Answer: C26H41BrN6P2Pd


Question: Among the records above, which one has the lowest total charge?
Answer: C26H41F9MnN3O9P3